# 1
{
  "formula": "BaH16O8",
  "method": "ωB97M-V/def2-TZVPD",
  "spin_multiplicity": 1,
  "gap_ev": 12.13,
  "total_energy_ha": -636.5897,
  "charge": 2,
  "species": ["Ba", "O", "H", "H", "O", "H", "H", "O", "H", "H", "O", "H", "H", "O", "H", "H", "O", "H", "H", "O", "H", "H", "O", "H", "H"],
  "coordinates": [[-0.531, -0.245, 0.368], [0.299, -2.825, 0.619], [1.166, -2.754, 0.186], [0.317, -3.650, 1.045], [-3.211, 0.069, -0.722], [-3.353, 0.625, -1.482], [-3.147, -0.805, -1.118], [2.184, -0.781, 1.148], [2.907, -1.385, 0.969], [2.519, 0.079, 0.847], [1.188, -1.394, -1.803], [1.059, -2.327, -2.071], [2.137, -1.186, -1.686], [1.676, 1.484, -0.544], [1.254, 1.837, -1.334], [2.348, 2.163, -0.530], [-0.486, 0.739, -2.253], [-0.899, 1.522, -2.582], [0.303, 0.529, -2.751], [-2.690, 0.860, 1.917], [-3.001, 1.188, 1.062], [-2.525, 1.521, 2.527], [0.015, 1.452, 2.406], [0.765, 2.026, 2.483], [-0.297, 1.267, 3.289]],
  "atomic_forces_ev_per_a": [[0.2, -0.1, 0.2], [0.4, 1.7, -1.2], [-0.4, 0.0, 0.2], [-0.2, -1.9, 1.1], [0.8, -0.3, 0.3], [-0.4, 0.6, -0.5], [-0.5, -0.4, 0.0], [-0.1, 0.6, -0.3], [0.3, -0.2, 0.3], [0.1, -0.3, 0.2], [0.1, -0.2, 0.3], [0.5, 0.7, -0.1], [-0.6, -0.6, -0.3], [-0.2, 0.5, -0.5], [-0.8, -0.5, -0.3], [1.0, 0.3, 0.9], [-0.1, -0.6, 1.2], [-0.3, 0.8, -0.8], [0.1, -0.2, -0.6], [0.1, -2.9, -2.3], [-0.5, 0.4, 0.6], [0.1, 2.4, 1.6], [-0.4, -0.5, -0.7], [0.7, 0.6, 0.3], [0.0, 0.0, 0.6]],
  "mulliken_charge": [1.70, -0.51, 0.28, 0.25, -0.61, 0.31, 0.31, -0.54, 0.29, 0.29, -0.56, 0.31, 0.33, -0.47, 0.23, 0.29, -0.55, 0.28, 0.27, -0.61, 0.34, 0.31, -0.49, 0.25, 0.31]
}

***

# 2
{
  "formula": "Br2Cl2MnO8",
  "method": "ωB97M-V/def2-TZVPD",
  "spin_multiplicity": 6,
  "gap_ev": [8.45, 8.64],
  "total_energy_ha": -7821.0451,
  "charge": -2,
  "species": ["Mn", "Br", "Br", "Cl", "O", "O", "O", "O", "Cl", "O", "O", "O", "O"],
  "coordinates": [[0.374, 0.498, -0.531], [-0.523, 2.251, -1.884], [1.460, -1.508, -1.673], [2.634, 1.139, 1.621], [2.147, 1.664, 0.325], [1.536, 0.357, 2.166], [3.803, 0.357, 1.417], [2.860, 2.296, 2.497], [-2.840, -1.454, -0.794], [-2.565, -1.425, -2.203], [-3.118, -2.731, -0.257], [-1.723, -0.841, -0.116], [-4.046, -0.605, -0.569]],
  "atomic_forces_ev_per_a": [[0.3, -1.1, -0.1], [-0.2, 0.5, -0.2], [-0.1, 0.4, 0.3], [-1.4, 1.8, 0.8], [0.0, -0.4, -0.1], [0.3, -0.3, -0.2], [0.3, 0.0, 0.2], [0.3, -1.3, -0.9], [-2.6, 3.7, -1.0], [0.1, -1.0, 0.0], [0.4, -1.6, 0.2], [1.1, 0.2, 0.9], [1.4, -1.0, 0.0]],
  "mulliken_charge": [0.78, -0.51, -0.56, 1.80, -0.64, -0.69, -0.58, -0.66, 1.59, -0.64, -0.64, -0.55, -0.69]
}

***

# 3
{
  "formula": "Br2ClHSi",
  "method": "ωB97M-V/def2-TZVPD",
  "spin_multiplicity": 1,
  "gap_ev": 10.34,
  "total_energy_ha": -5898.4225,
  "charge": 0,
  "smiles": "Cl[SiH](Br)Br",
  "species": ["Cl", "Si", "Br", "Br", "H"],
  "coordinates": [[-0.366, 1.986, 0.058], [0.045, 0.027, 0.114], [-1.919, -0.884, -0.017], [1.843, -0.657, -1.490], [0.397, -0.473, 1.335]],
  "atomic_forces_ev_per_a": [[0.5, 0.6, -0.1], [0.8, -0.3, -2.9], [-0.4, -0.5, -0.6], [-2.1, 0.8, 1.6], [1.3, -0.5, 2.0]],
  "mulliken_charge": [-0.15, 0.67, -0.17, -0.25, -0.10]
}

***

# 4
{
  "formula": "Br2H2N2",
  "method": "ωB97M-V/def2-TZVPD",
  "spin_multiplicity": 1,
  "gap_ev": [8.41, 8.51],
  "total_energy_ha": -5258.5555,
  "charge": 0,
  "species": ["N", "N", "Br", "Br", "H", "H"],
  "coordinates": [[0.840, -0.682, -0.604], [-1.148, -0.164, 0.269], [1.694, 0.784, -0.110], [-1.028, 1.429, 1.060], [0.761, -0.574, -1.661], [-1.119, -0.795, 1.047]],
  "atomic_forces_ev_per_a": [[-1.0, -0.7, -1.0], [-0.2, -0.3, -1.6], [1.6, 1.0, 0.1], [-0.3, 0.8, 0.5], [-0.5, -0.1, 1.5], [0.4, -0.8, 0.5]],
  "mulliken_charge": [-0.37, -0.36, 0.09, 0.08, 0.28, 0.28]
}

***

# 5
{
  "formula": "Br2H2N2",
  "method": "ωB97M-V/def2-TZVPD",
  "spin_multiplicity": 1,
  "gap_ev": 5.95,
  "total_energy_ha": -5258.5110,
  "charge": 0,
  "species": ["N", "N", "Br", "Br", "H", "H"],
  "coordinates": [[1.173, 1.094, 0.191], [-0.466, -1.575, -0.178], [-0.392, 1.845, -0.009], [-1.937, -0.694, -0.004], [1.617, 1.008, -0.725], [0.006, -1.677, 0.726]],
  "atomic_forces_ev_per_a": [[0.2, -1.0, 0.4], [1.7, -0.3, -0.5], [-0.6, 0.3, -0.3], [-0.5, 0.8, 0.4], [-0.4, 0.0, -0.2], [-0.5, 0.2, 0.2]],
  "mulliken_charge": [-0.41, -0.42, 0.16, 0.19, 0.24, 0.25]
}

***

# 6
{
  "formula": "Br2H2N2S",
  "method": "ωB97M-V/def2-TZVPD",
  "spin_multiplicity": 1,
  "gap_ev": 8.28,
  "total_energy_ha": -5656.7905,
  "charge": 0,
  "smiles": "BrNSNBr",
  "species": ["Br", "N", "S", "N", "Br", "H", "H"],
  "coordinates": [[0.910, -1.304, 2.205], [0.353, -0.945, 0.475], [0.945, 0.824, -0.453], [-0.176, 1.850, 0.086], [0.057, 2.710, 1.898], [0.748, -1.601, -0.353], [-1.239, 1.487, 0.040]],
  "atomic_forces_ev_per_a": [[0.6, -0.1, -0.3], [0.8, 1.2, -4.4], [-0.9, -2.4, 1.9], [-2.9, -0.4, 0.8], [-0.2, -0.7, -1.3], [-0.7, 1.3, 3.0], [3.3, 1.1, 0.3]],
  "mulliken_charge": [0.01, -0.45, 0.18, -0.37, 0.00, 0.28, 0.35]
}

***

# 7
{
  "formula": "Br2H2O2Si",
  "method": "ωB97M-V/def2-TZVPD",
  "spin_multiplicity": 1,
  "gap_ev": 9.77,
  "total_energy_ha": -5589.2986,
  "charge": 0,
  "species": ["O", "O", "Si", "Br", "Br", "H", "H"],
  "coordinates": [[0.134, -0.057, 1.208], [-1.043, -0.250, -1.801], [-1.606, 0.000, -0.283], [-2.849, -1.707, 0.134], [-2.399, 2.048, 0.144], [0.449, -0.989, 1.480], [-0.900, 0.370, -2.449]],
  "atomic_forces_ev_per_a": [[-2.3, -1.5, -2.0], [-0.9, -2.1, 3.2], [3.8, 0.3, 1.9], [-0.3, -0.1, 0.2], [0.4, -1.1, -0.3], [-1.1, 1.9, -1.0], [0.6, 2.5, -2.1]],
  "mulliken_charge": [-0.69, -0.37, 0.77, -0.13, -0.16, 0.27, 0.32]
}

***

# 8
{
  "formula": "Br2H2O2Si",
  "method": "ωB97M-V/def2-TZVPD",
  "spin_multiplicity": 1,
  "gap_ev": 10.78,
  "total_energy_ha": -5589.3863,
  "charge": 0,
  "smiles": "O[Si](O)(Br)Br",
  "species": ["O", "Si", "O", "Br", "Br", "H", "H"],
  "coordinates": [[0.298, 0.302, 1.531], [-0.188, -0.058, -0.048], [0.905, -0.900, -0.837], [-2.000, -1.340, 0.275], [-0.724, 1.784, -0.962], [0.914, 1.024, 1.914], [0.795, -0.812, -1.873]],
  "atomic_forces_ev_per_a": [[1.0, 0.9, -0.4], [-0.5, 0.0, 3.9], [0.5, -0.1, -4.0], [0.5, 0.4, -0.2], [-0.3, 1.1, -0.9], [-1.6, -1.9, -1.6], [0.5, -0.4, 3.1]],
  "mulliken_charge": [-0.49, 0.61, -0.38, -0.22, -0.19, 0.34, 0.33]
}

***

Calculated maximum force in order - 0.072 0.089 0.059 0.037 0.036 0.090 0.082 0.079 hartree/bohr
Calculated energy above the lowest of the compared OMol25 structures with the same formula, charge and spin in order - 31.9 0.0 0.0 65.2 93.1 30.2 66.9 11.9 kcal per mole